Density functional theory data (ωB97M-V/def2-TZVPD) for 2 unconnected molecules or ions with the total composition C12H16N2.

The geometry in ORCA input format:
```
! RIJCOSX wB97M-V def2-TZVPD def2/J DEFGRID3
* xyz 0 1
C -2.908 1.106 -2.333
H -3.599 1.908 -0.468
C 0.054 -0.349 1.706
C 1.244 -0.434 2.364
H -3.847 1.236 -2.848
C 0.549 -0.302 -3.053
H -0.723 0.756 4.608
C 2.380 -2.076 0.881
C -0.216 0.358 3.751
H 1.495 0.251 -2.977
C -0.320 1.206 -1.251
C -1.447 1.646 -0.563
H 0.470 -0.384 -4.127
C -1.860 0.468 -2.955
H 0.696 -1.265 -2.561
C 2.552 -1.048 2.008
N 1.035 0.041 3.637
H 1.849 -2.920 1.349
C -0.588 0.421 -2.380
H -2.033 0.049 -3.935
H 1.745 -1.704 0.083
H -1.242 2.007 0.444
H 3.320 -2.562 0.624
C -2.744 1.533 -1.008
H 3.156 -0.256 1.595
H -0.203 -0.320 0.659
H -1.795 0.479 2.405
H 0.713 1.448 -1.071
N -0.865 0.144 2.580
H 3.130 -1.438 2.838
*
```

Values from the calculation:
Gap between HOMO and LUMO (eV): 9.18
Energy relative to the best compared isomer or geometry (same formula, charge and spin) (eV): 1.026
SMILES: CCc1c[nH]cn1.Cc1ccccc1
Maximum force (eV/Å): 2.41
Calculated total energy (a.u.): -576.34229

Mulliken atomic charge list, values in e, 2 entries: C -0.3352; H 0.3992